Computed, not measured: 9 unconnected molecules or ions with the total composition C32H54BBr16F9N3O5S at a distorted geometry, with ωB97M-V/def2-TZVPD.

Results
- Calculated total energy: -1205392.46489 eV
- Kohn-Sham gap: 6.15 eV
- Spin multiplicity: 1
- Highest occupied orbital energy: -0.409 hartree
- Charge: +1

XYZ file:
```
121
Properties=species:S:1:pos:R:3:forces:R:3:lowdin_charge:R:1
C 4.42087 -6.59533 0.83287 -0.770 -1.002 0.040 -0.0431
B 3.49585 -5.54727 1.69187 -1.243 -1.907 2.046 -0.3890
O 2.68741 -6.14381 2.81347 1.606 3.807 -2.037 -0.0071
C 3.38592 -3.92330 1.50457 -0.628 6.021 -1.170 0.0903
C 3.45154 -2.88376 2.81417 -0.698 0.784 -3.381 0.0127
N 3.31607 -1.40278 2.73797 0.276 -5.271 -1.581 0.1033
N 3.13203 -0.84966 1.50820 0.402 -1.021 -3.368 -0.0875
C 2.97047 0.69012 1.51722 -1.240 0.417 1.125 -0.0883
O 1.51285 0.90611 1.25540 2.462 0.329 -1.731 -0.1959
N 0.77491 0.32222 2.23430 -2.038 -4.837 -2.122 -0.2004
O -0.02227 -0.48415 1.72221 2.356 3.447 1.792 -0.0086
C 3.04443 -1.46809 0.13677 0.251 -3.461 1.627 0.0605
C 2.84519 -0.69453 -1.29319 0.165 0.131 -0.672 -0.1256
C 4.19142 -0.74877 -2.27741 -0.111 0.402 -0.082 -0.1572
C 3.72954 -0.18395 -3.77891 0.605 -0.974 0.484 -0.1152
C 4.49828 -0.93493 -5.02154 -1.645 1.151 -6.493 -0.2519
O 4.04020 -0.65658 -6.27378 2.937 -2.004 8.030 -0.0527
O 5.65802 -1.83927 -4.88586 -3.748 1.253 -0.352 -0.0031
C 3.15724 -3.13532 0.04683 0.285 1.262 3.764 0.0429
C 3.03438 -3.97354 -1.35715 0.706 0.359 -0.483 -0.1499
C 1.77547 -5.01430 -1.44743 -0.409 -0.103 0.044 -0.1640
C 0.38292 -4.50729 -0.75161 -0.147 -0.189 0.425 -0.1880
C -0.46266 -3.39339 -1.62035 -0.475 0.017 0.871 -0.0652
C -1.11012 -4.01136 -3.03386 -0.824 -0.200 3.605 -0.2014
F -0.97365 -5.48345 -2.98219 -0.518 4.370 -0.967 0.0118
F -2.58097 -3.67688 -2.93258 4.476 -1.176 -1.249 -0.0034
C -0.34697 -3.26889 -4.27042 0.669 3.361 1.335 -0.2122
F -0.89323 -1.86316 -4.32917 2.008 -4.711 0.863 0.0097
F 1.13365 -3.09408 -4.06938 -4.867 -0.885 0.218 -0.0188
S -0.55713 -4.02961 -5.95855 0.670 0.288 -5.463 1.0843
F 0.35762 -5.43135 -5.59511 -2.295 2.767 -0.132 -0.1812
F 0.95355 -3.26934 -6.40595 -3.154 -1.677 0.369 -0.2096
F -1.32897 -2.57204 -6.48221 1.145 -3.512 0.648 -0.1943
F -2.06308 -4.75534 -5.60741 3.435 1.543 -0.303 -0.1636
F -0.70883 -4.61277 -7.56669 0.346 1.165 3.581 -0.1685
H 3.82444 -7.62957 0.81880 1.302 2.170 0.103 0.1063
H 5.40768 -6.81521 1.43887 -1.779 0.562 -1.430 0.1019
H 4.59747 -6.31464 -0.28830 0.051 -0.425 2.287 0.0624
H 2.24866 -5.37475 3.32415 0.623 -1.833 -1.119 0.0489
H 3.57652 -3.40759 3.86787 -0.197 1.759 -2.274 0.1365
H 3.57742 1.21200 0.66226 -1.320 -1.217 1.793 0.0242
H 3.17260 1.13064 2.58930 0.060 -1.293 -2.151 0.1706
H 1.98922 -1.22594 -1.93435 1.738 0.920 1.862 0.1110
H 2.53489 0.43028 -1.22080 0.498 -2.223 0.297 0.1242
H 5.00171 -0.01705 -1.85348 -1.464 -1.564 -0.710 0.1222
H 4.63380 -1.83797 -2.34801 -0.904 2.291 0.157 0.1086
H 2.56566 -0.40173 -3.92712 2.640 0.525 0.000 0.1400
H 3.94398 0.98066 -3.90013 -0.527 -2.890 0.263 -0.0061
H 5.52184 -2.52922 -5.60448 0.299 1.450 0.806 0.1340
H 4.06444 -4.56728 -1.47276 -2.294 1.254 0.362 0.1334
H 2.99310 -3.27886 -2.32734 0.035 -1.198 2.526 0.1043
H 2.07333 -6.02978 -0.94491 -0.535 1.917 -0.983 0.1186
H 1.54911 -5.21548 -2.60235 0.706 0.334 2.620 0.1279
H -0.25411 -5.49312 -0.53080 1.166 2.409 -0.756 0.1048
H 0.53195 -4.01789 0.32758 -0.051 -1.032 -2.375 0.1122
H -1.36066 -3.05254 -0.91081 1.756 -0.875 -1.908 0.1479
H 0.15095 -2.39058 -1.81650 -1.232 -2.404 0.190 0.1186
Br 3.85624 6.80979 -0.43783 0.005 -0.197 -0.077 0.6259
C 2.93872 5.19294 -1.02734 -0.080 0.352 -0.028 -0.6760
C 2.94115 4.13743 0.05388 -0.269 -0.096 -0.072 -0.6616
Br 4.68040 3.26437 0.18442 0.271 0.276 -0.086 0.6965
H 3.42498 4.86875 -1.95163 -0.106 -0.002 0.263 0.0486
H 1.91705 5.51194 -1.25224 0.132 -0.130 0.090 0.0663
H 2.23833 3.33549 -0.18842 0.032 0.133 -0.007 0.0224
H 2.70700 4.53227 1.04657 0.100 -0.015 -0.289 0.0671
Br -0.02909 1.28876 4.50383 -0.776 0.677 1.545 0.7241
C -1.82351 1.59730 3.80493 0.116 0.137 -0.133 -0.6652
C -2.66383 2.38454 4.78331 -0.271 0.010 0.025 -0.6705
Br -3.28316 1.25683 6.24923 0.087 0.074 -0.028 0.6280
H -2.24418 0.61772 3.56132 0.049 0.225 0.150 0.0572
H -1.67518 2.16383 2.88124 -0.053 0.013 0.134 0.0388
H -3.57500 2.75040 4.30198 0.168 -0.061 -0.035 0.0446
H -2.13157 3.22786 5.23238 -0.063 -0.275 -0.166 0.0596
Br 3.75522 2.91268 -5.18791 -0.072 0.449 -0.203 0.7006
C 3.98453 2.83445 -7.12308 0.263 -0.017 -0.222 -0.6543
C 3.18536 3.91550 -7.81285 -0.174 0.021 -0.143 -0.6907
Br 1.29098 3.45666 -7.88384 0.110 0.087 0.080 0.6079
H 3.70894 1.82374 -7.43676 -0.009 0.249 0.140 0.0483
H 5.05553 2.98194 -7.28851 -0.204 0.024 0.043 0.0664
H 3.49272 4.01523 -8.85752 0.032 -0.086 0.217 0.0629
H 3.25944 4.89014 -7.32219 0.031 -0.294 -0.074 0.0537
Br -6.15211 1.94914 2.28345 0.148 0.049 0.129 0.5933
C -6.54664 1.08194 3.98518 0.012 -0.255 -0.131 -0.6935
C -7.96530 1.35980 4.42489 -0.105 0.092 0.238 -0.6773
Br -8.13971 3.16223 5.14951 -0.016 -0.092 -0.134 0.6377
H -5.79495 1.42624 4.70094 -0.293 -0.062 -0.106 -0.0023
H -6.40281 0.01371 3.79983 -0.083 0.168 0.079 0.0605
H -8.25220 0.69524 5.24452 0.133 0.051 -0.141 0.0554
H -8.69612 1.26885 3.61632 0.271 0.009 0.148 0.0562
Br -7.21585 1.72952 9.17365 -0.068 -0.051 0.037 0.5864
C -8.92906 0.79879 9.12621 0.170 -0.136 -0.103 -0.6958
C -9.95644 1.58337 8.34386 -0.295 0.014 0.070 -0.7090
Br -10.64608 3.08023 9.38695 0.105 -0.060 -0.149 0.6108
H -9.22131 0.61460 10.16377 0.004 0.118 -0.293 0.0534
H -8.71981 -0.15692 8.63735 -0.092 0.164 0.056 0.0541
H -10.83021 0.96348 8.12474 0.177 0.037 0.076 0.0598
H -9.56699 1.99797 7.40973 0.007 -0.098 0.280 -0.0122
Br -0.82882 -6.36227 2.35628 0.033 0.035 0.119 0.6579
C -1.28500 -5.72831 4.14334 -0.176 -0.162 -0.092 -0.6689
C -1.44921 -4.22642 4.16569 -0.105 0.010 0.223 -0.6592
Br 0.28107 -3.32653 4.14200 0.022 0.029 -0.139 0.6562
H -0.50507 -6.08988 4.81925 -0.191 0.174 -0.155 0.0593
H -2.22929 -6.22295 4.38789 0.153 0.162 -0.027 0.0648
H -1.92416 -3.90418 5.09647 0.116 -0.088 -0.138 0.0666
H -2.02168 -3.83962 3.31786 0.192 -0.174 0.177 0.0582
Br -0.90351 2.77549 -0.26158 -0.022 0.016 0.132 0.6316
C -2.61672 1.84476 -0.30902 0.050 -0.233 -0.184 -0.6813
C -3.64410 2.62934 -1.09137 -0.290 0.101 0.071 -0.6797
Br -4.33374 4.12621 -0.04828 0.142 -0.042 -0.148 0.5958
H -2.90896 1.66057 0.72855 -0.029 0.127 -0.266 0.0311
H -2.40747 0.88905 -0.79788 -0.063 0.174 0.050 0.0598
H -4.51787 2.00945 -1.31049 0.204 0.024 0.069 0.0632
H -3.25465 3.04394 -2.02550 -0.007 -0.155 0.274 0.0562
Br 1.93605 9.05829 -3.95946 -0.096 0.046 0.031 0.5835
C 1.58822 10.70475 -2.97366 0.184 0.052 -0.164 -0.6930
C 1.86510 10.52822 -1.49877 -0.108 0.132 0.194 -0.6957
Br 0.42782 9.54201 -0.62363 0.140 -0.040 -0.033 0.5837
H 0.55621 10.99459 -3.19002 0.255 -0.108 0.158 0.0545
H 2.26707 11.44446 -3.40741 -0.100 -0.126 0.141 0.0594
H 1.89346 11.49731 -0.99298 -0.016 -0.140 -0.154 0.0600
H 2.79380 9.98849 -1.29294 -0.243 0.100 -0.162 0.0354
```
Positions in Å, forces in eV/Å.